Record 1
Computed, not measured: C7H15N2 as an isolated structure in a non-equilibrium geometry, with the ωB97M-V functional and the def2-TZVPD basis.

Computed properties:
* E_tot: -384.773672 hartree
* <S²>: 2.022
* multiplicity: 3
* LUMO (spin up / spin down): -2.84 / -7.78 eV
* total charge: +1
* ΔE to the lowest compared entry with this formula, charge and spin: 157.3 kJ/mol
* Kohn-Sham gap (spin up / spin down): 0.2808 / 0.1774 hartree

Cartesian coordinates (Å):
C: -1.09662 2.55643 -1.35706
C: -0.95571 1.04829 -1.27454
C: 0.22878 -1.85077 1.09570
C: 0.92346 -2.30279 -0.15160
C: 1.42005 0.07611 0.11167
C: 0.18457 -0.36824 0.89997
C: -1.32601 0.25770 -0.22571
N: -0.07702 0.36798 2.00460
N: 1.77542 -1.20008 -0.51950
H: -1.74722 2.96000 -2.20620
H: -1.65389 2.95261 -0.51477
H: -0.66557 0.60569 -2.23486
H: -0.76421 -2.21767 1.24937
H: 0.91955 -1.90754 1.99564
H: 1.65320 -3.00716 0.09387
H: 0.08874 -2.55716 -0.83654
H: 1.29028 0.87427 -0.50350
H: 2.27057 0.47432 0.86765
H: -1.88990 0.79253 0.57253
H: -1.59827 -0.78924 -0.65428
H: -0.02284 1.31908 1.98858
H: -0.16757 3.07206 -1.41513
H: -0.84424 0.03669 2.54028
H: 2.05444 -1.19310 -1.52616

Cartesian forces, eV/Å:
-1.90 -0.13 -0.37
0.29 2.32 -2.62
1.55 1.67 1.42
-0.90 0.72 0.87
1.63 -3.52 3.71
-0.82 1.94 -1.61
-0.08 -2.76 0.17
0.52 -2.27 2.13
-0.83 2.34 -2.17
1.03 -1.02 0.59
0.17 -0.04 0.58
0.06 -0.14 0.42
-0.33 -0.68 0.28
-1.06 -0.72 -0.71
0.55 -2.41 -0.27
1.20 -0.07 -0.60
-0.34 2.13 -2.60
-1.46 -1.17 -1.32
0.16 -1.09 -0.63
-0.24 1.61 1.40
0.14 2.94 -0.28
0.91 0.45 -0.13
-0.50 -0.15 0.63
0.25 0.07 1.11

Atomic partial charges in e from the natural (NBO) method, atoms 1 to 5: atom 1 (C): -0.68, atom 2 (C): -0.18, atom 3 (C): -0.46, atom 4 (C): -0.28, atom 5 (C): -0.31



Record 2
Computed, not measured: an isolated ion of composition H3N6 and charge +1 in a non-equilibrium geometry, with the ωB97M-V functional and the def2-TZVPD basis.

Computed properties:
* E_tot: -329.876106 hartree
* SMILES: N[n+]1nnn[nH]1
* LUMO: -5.63 eV
* total charge: +1
* ΔE to the lowest compared entry with this formula, charge and spin: 172.0 kJ/mol
* Kohn-Sham gap: 0.3793 hartree

Cartesian coordinates (Å):
N: 1.36973 0.67830 -0.06253
N: 0.11283 0.38618 -0.00231
N: -0.91608 1.06783 0.02338
N: -2.01272 0.33590 0.01895
N: -1.72147 -0.88540 -0.00411
N: -0.49585 -1.12787 -0.00982
H: 1.65457 1.64332 0.08611
H: 2.05298 -0.06584 -0.03053
H: -0.04400 -2.03241 -0.01913

Cartesian forces, eV/Å:
1.51 0.67 -0.13
-2.65 -3.99 0.09
2.35 1.60 -0.08
-2.12 0.22 0.08
-0.44 -1.51 0.01
1.51 3.30 0.00
-0.27 -0.15 0.02
-0.24 0.01 0.05
0.36 -0.15 -0.03

Atomic partial charges in e from the natural (NBO) method, atoms 1 to 5: atom 1 (N): -0.56, atom 2 (N): 0.24, atom 3 (N): 0.05, atom 4 (N): -0.03, atom 5 (N): 0.12



Record 3
Computed, not measured: C4H6AlF6O3P as an isolated structure in a non-equilibrium geometry, with the ωB97M-V functional and the def2-TZVPD basis.

Computed properties:
* E_tot: -1563.890331 hartree
* LUMO: -16.29 eV
* total charge: +2
* ΔE to the lowest compared entry with this formula, charge and spin: 123.2 kJ/mol
* Kohn-Sham gap: 0.0921 hartree

Cartesian coordinates (Å):
Al: 7.69606 8.74210 -9.41531
P: 11.32719 8.00734 -8.87928
F: 10.65144 9.52585 -8.90485
F: 10.55984 7.81870 -10.29315
F: 12.60721 8.59578 -9.72946
F: 11.99143 6.52714 -8.81369
F: 12.03321 8.41710 -7.42575
F: 9.99099 7.60465 -8.01112
C: 9.87504 9.42671 -16.21688
C: 9.42119 8.18359 -15.37691
C: 10.60046 7.49473 -14.65064
O: 10.10732 7.14625 -13.43139
C: 8.97842 7.80515 -13.18980
O: 8.34324 7.72508 -12.12750
O: 8.64356 8.55272 -14.25902
H: 9.03998 10.05835 -16.51989
H: 10.40743 9.02696 -17.07993
H: 10.66976 9.99898 -15.73833
H: 8.93162 7.45375 -16.02170
H: 11.45026 8.17645 -14.61599
H: 10.93073 6.64936 -15.25427

Cartesian forces, eV/Å:
1.13 -0.34 0.14
2.38 0.42 1.34
0.03 0.19 -0.19
-0.26 -1.00 0.18
-0.99 -0.32 1.10
-1.45 1.90 -0.45
-0.63 -0.57 -1.81
-0.15 -0.46 -0.64
-0.14 -0.04 -0.39
2.33 1.34 1.32
-0.63 -0.71 -3.04
-0.09 -0.19 1.59
-0.60 -0.42 2.60
0.67 0.79 -2.74
-0.84 -0.02 0.18
0.12 -0.15 -0.03
-0.48 -0.32 -0.36
-0.47 0.11 0.74
-0.60 -0.24 -0.41
0.39 0.46 0.43
0.28 -0.44 0.46

Atomic partial charges in e from the natural (NBO) method, atoms 1 to 5: atom 1 (Al): 1.31, atom 2 (P): 2.55, atom 3 (F): -0.49, atom 4 (F): -0.55, atom 5 (F): -0.40



Record 4
Computed, not measured: a 3-piece molecular cluster, C6H16NO overall in a non-equilibrium geometry, with the ωB97M-V functional and the def2-TZVPD basis.

Computed properties:
* E_tot: -367.826805 hartree
* LUMO: -4.26 eV
* total charge: +1
* ΔE to the lowest compared entry with this formula, charge and spin: 408.6 kJ/mol
* Kohn-Sham gap: 0.3525 hartree

Cartesian coordinates (Å):
C: 2.25238 -0.81052 -0.34834
C: -1.51573 -2.18390 1.30429
C: -1.63065 1.40736 0.84700
C: 2.64914 0.64256 -0.12961
C: -1.92835 -0.96740 0.47399
C: 1.58908 1.52209 -1.66815
N: 0.33019 1.31606 -1.69120
O: -0.98441 0.14074 0.67335
H: 2.68527 -1.05720 -1.28701
H: 1.19833 -1.14701 -0.43892
H: 2.68485 -1.55405 0.44786
H: -2.17748 -3.00524 0.95478
H: -1.50468 -2.09636 2.32365
H: -0.48051 -2.42289 0.91805
H: -2.28473 1.62031 -0.00087
H: -2.28482 1.42232 1.72961
H: -0.87064 2.19061 0.91795
H: 2.05745 1.04347 0.63393
H: 3.67808 1.02438 -0.20123
H: -2.03229 -1.04605 -0.61726
H: -2.88288 -0.72308 0.91771
H: 2.00795 2.06992 -2.55379
H: -0.37189 1.90412 -2.21138
H: -0.18367 0.70976 -0.99441

Cartesian forces, eV/Å:
1.24 -1.66 0.95
1.50 -0.97 -5.28
-0.35 -0.29 0.05
-2.73 0.17 -3.05
0.07 0.83 1.35
1.86 -1.28 1.11
-1.83 0.54 0.65
-0.29 0.05 -0.10
0.58 -0.85 -0.75
0.35 1.19 0.42
-0.46 1.67 -1.30
0.42 0.30 0.52
-0.21 0.63 2.44
-0.88 -0.24 0.81
-0.05 0.10 -0.22
0.38 -0.05 -0.02
-0.06 -0.22 0.13
-0.44 1.11 1.26
-0.57 -0.52 -0.22
-0.04 -0.77 0.38
-0.51 0.79 -0.32
-0.22 -0.03 1.21
1.36 -0.89 -0.15
0.89 0.41 0.14

Atomic partial charges in e from the natural (NBO) method, atoms 1 to 5: atom 1 (C): -0.69, atom 2 (C): -0.61, atom 3 (C): -0.27, atom 4 (C): -0.20, atom 5 (C): -0.07



Record 5
Computed, not measured: a 2-piece molecular cluster, C5H12NO overall, with the ωB97M-V functional and the def2-TZVPD basis.

Computed properties:
* E_tot: -327.660928 hartree
* LUMO: 4.28 eV
* total charge: -1
* ΔE to the lowest compared entry with this formula, charge and spin: 92.2 kJ/mol
* Kohn-Sham gap: 0.2557 hartree

Cartesian coordinates (Å):
C: 0.06884 -2.33358 0.27568
O: 0.56526 -1.15650 -0.17342
C: 0.97708 -3.02374 1.31433
H: -0.09330 -3.06986 -0.55314
H: -0.93125 -2.22124 0.76345
H: 0.55159 -3.98507 1.62494
H: 1.06372 -2.37905 2.18996
H: 1.96705 -3.15944 0.88228
N: -0.98041 2.13359 1.18751
C: 0.08783 1.84945 0.19241
C: -0.40733 1.10428 -2.12015
C: -0.43701 2.05075 -1.19507
H: -0.72745 1.63271 2.03424
H: -1.82830 1.67506 0.86852
H: 0.43945 0.81158 0.27383
H: 0.88495 2.58446 0.35334
H: -0.80195 1.30023 -3.11132
H: -0.02828 0.11702 -1.85194
H: -0.84088 3.03663 -1.42764

Cartesian forces, eV/Å:
0.26 0.41 -0.22
-0.03 -0.10 0.07
-0.37 0.09 -0.12
-0.06 -0.14 0.08
-0.14 -0.12 0.05
0.10 -0.14 0.05
0.09 0.05 0.08
0.13 -0.10 0.01
0.04 0.02 0.06
-0.30 -0.02 -0.10
-0.10 -0.17 0.00
0.05 0.29 0.05
-0.05 0.09 0.03
0.05 -0.06 -0.04
0.20 0.12 -0.04
0.11 -0.16 0.13
0.04 -0.04 -0.08
0.02 -0.03 -0.03
-0.04 0.01 0.02

Atomic partial charges in e from the natural (NBO) method, atoms 1 to 5: atom 1 (C): -0.01, atom 2 (O): -0.98, atom 3 (C): -0.64, atom 4 (H): 0.07, atom 5 (H): 0.07



Record 6
Computed, not measured: a 4-piece molecular cluster, C13H19BBrN4O3P2S2 overall in a non-equilibrium geometry, with the ωB97M-V functional and the def2-TZVPD basis.

Computed properties:
* E_tot: -5029.541050 hartree
* LUMO: 2.40 eV
* total charge: -1
* Kohn-Sham gap: 0.2383 hartree

Cartesian coordinates (Å):
O: 1.65825 -2.92127 3.03277
P: 1.41045 -2.80700 1.39729
Br: -0.41111 -4.08094 1.05225
C: 0.87584 -1.00916 1.28348
C: 2.11728 -0.11224 1.19311
C: 3.41675 -0.59682 1.35924
C: 4.45225 0.31524 1.22302
C: 4.22196 1.64477 0.93758
N: 2.98495 2.12863 0.81247
C: 1.99414 1.25540 0.94330
O: -0.05927 -0.67216 2.25896
B: -1.23040 -0.19712 1.45245
P: -2.93945 0.11764 2.34871
S: -2.64963 0.63823 4.25654
O: -1.20985 -1.04091 0.25441
C: 0.12296 -0.80790 -0.13128
S: 0.67238 -1.79736 -1.55931
H: 1.24005 -3.74648 3.30639
H: 3.61244 -1.63505 1.58634
H: 5.47650 -0.02214 1.33875
H: 5.06082 2.31865 0.81048
H: 0.99011 1.65221 0.84968
H: -0.91592 0.96582 1.16490
H: -3.86863 -0.94434 2.23748
H: -3.49145 1.23953 1.72969
H: 0.11319 0.22317 -0.48592
H: 1.32629 -0.82239 -2.21729
C: -6.20816 2.97927 -0.40153
C: -5.05200 2.09732 -0.51081
N: -4.13800 1.40677 -0.59682
H: -5.89827 3.94661 -0.01085
H: -6.66170 3.11877 -1.38108
H: -6.94261 2.54325 0.27307
C: 5.07408 3.09152 -2.92957
C: 5.61472 1.89787 -2.29211
N: 6.02914 0.95894 -1.77865
H: 4.66910 2.83704 -3.90710
H: 4.27916 3.50638 -2.31096
H: 5.85952 3.83521 -3.05051
C: -4.07793 -3.67857 -2.32625
C: -2.65845 -3.41592 -2.12288
N: -1.54559 -3.17688 -1.95940
H: -4.27866 -3.83881 -3.38425
H: -4.37321 -4.56602 -1.76914
H: -4.66205 -2.82877 -1.97660

Cartesian forces, eV/Å:
-0.60 -0.07 -0.30
1.24 -0.15 -0.43
-0.19 0.25 0.40
-0.24 0.39 -1.18
0.55 -0.64 0.73
-0.50 0.84 -0.14
0.86 -0.46 0.13
-0.39 -0.35 0.13
0.33 0.05 -0.11
-0.75 0.05 -0.01
0.02 -0.14 -0.16
0.62 0.54 -0.35
0.98 -0.10 1.23
-0.28 -0.12 0.09
-0.13 0.06 -0.39
-1.10 -0.31 0.57
0.76 0.31 -0.14
0.09 0.04 0.33
0.11 0.01 0.00
-0.02 0.02 -0.06
-0.08 0.13 0.01
0.05 0.11 0.06
-0.61 0.19 -0.08
-0.22 0.24 -0.27
-0.33 -0.38 -0.37
0.81 0.09 0.23
0.13 0.14 0.46
0.01 -0.01 0.04
0.15 -0.09 -0.08
-0.26 0.12 -0.20
-0.01 0.00 0.01
-0.01 0.01 0.00
0.00 0.01 0.01
-0.05 0.01 0.04
0.00 -0.10 0.06
0.10 0.06 -0.11
-0.01 0.01 0.00
-0.01 -0.02 0.01
0.00 0.00 0.00
0.00 0.03 0.05
0.20 0.21 0.02
-1.21 -1.01 -0.24
-0.01 0.00 0.00
-0.02 0.00 0.00
0.01 0.00 0.01

Atomic partial charges in e from the natural (NBO) method, atoms 1 to 5: atom 1 (O): -0.99, atom 2 (P): 1.02, atom 3 (Br): -0.27, atom 4 (C): -0.10, atom 5 (C): -0.07



Record 7
Computed, not measured: a 10-piece molecular cluster, C7H31NO9 overall, with the ωB97M-V functional and the def2-TZVPD basis.

Computed properties:
* E_tot: -1017.270681 hartree
* SMILES: C=C/C(N)=C/CCC.O.O.O.O.O.O.O.O.O
* LUMO: 0.55 eV
* ΔE to the lowest compared entry with this formula, charge and spin: 0.0 kJ/mol
* Kohn-Sham gap: 0.3399 hartree

Cartesian coordinates (Å):
C: 2.85431 0.24218 -2.57627
C: 3.02116 1.16782 -1.64050
C: 1.93939 2.05589 -1.15032
N: 1.02447 2.48702 -2.11563
C: 1.81838 2.34351 0.15010
C: 0.76137 3.24772 0.74708
C: -0.68252 2.73508 0.66670
C: -0.85431 1.30569 1.18363
H: 3.66889 -0.39245 -2.90358
H: 1.90182 0.04399 -3.05605
H: 3.99976 1.33675 -1.20487
H: 1.37352 2.50295 -3.06185
H: 0.52083 3.33353 -1.89234
H: 2.53941 1.94491 0.85475
H: 0.81972 4.22414 0.25481
H: 1.01566 3.42909 1.79058
H: -1.31972 3.38113 1.27521
H: -1.05886 2.79340 -0.35672
H: -1.88405 1.10553 1.46607
H: -0.23643 1.10089 2.05652
H: -0.60098 0.58275 0.40527
O: -1.75884 -0.57190 3.56503
H: -0.89062 -1.00030 3.35704
H: -1.92977 -0.82453 4.48158
O: -3.04082 -2.09198 1.57793
H: -3.09183 -1.53336 0.76537
H: -2.72198 -1.49715 2.29041
O: -0.96745 -3.62286 1.27537
H: -1.80347 -3.05667 1.34538
H: -1.20983 -4.51816 1.52555
O: 1.69521 -0.84417 0.60168
H: 2.60353 -0.56093 0.44774
H: 1.17346 -0.07181 0.33486
O: 0.53636 -1.93367 2.91401
H: 1.01664 -1.46962 2.20373
H: 0.05259 -2.63022 2.42312
O: -1.30368 0.39318 -2.31127
H: -0.81117 -0.38575 -2.66410
H: -0.60493 1.06569 -2.24825
O: -3.23266 -0.41015 -0.55251
H: -3.92196 0.23930 -0.71513
H: -2.48191 -0.13730 -1.12626
O: 0.76149 -3.08494 -0.82737
H: 1.25248 -2.39859 -0.34267
H: 0.08809 -3.38490 -0.18052
O: 0.05464 -1.83861 -3.11767
H: 0.29439 -2.28869 -2.26592
H: -0.37974 -2.51345 -3.64973

Cartesian forces, eV/Å:
0.03 -0.17 -0.22
-0.10 0.15 -0.11
0.20 -0.18 0.07
-0.31 -0.04 -0.16
-0.22 0.36 0.34
0.07 -0.06 -0.29
-0.08 -0.23 0.33
0.08 0.04 -0.25
0.06 0.10 0.07
-0.05 0.05 0.10
-0.01 -0.13 0.13
0.14 0.01 0.05
0.01 -0.03 0.08
0.14 -0.07 -0.23
-0.03 0.12 -0.01
-0.01 -0.03 0.06
0.08 0.18 -0.11
-0.05 0.01 0.00
-0.03 -0.04 -0.03
0.05 0.11 0.11
-0.07 -0.04 -0.02
0.15 -0.25 0.23
-0.10 0.13 0.09
-0.03 0.08 -0.19
0.19 0.23 -0.21
-0.17 -0.06 0.40
-0.13 -0.05 -0.12
-0.08 0.06 -0.01
0.06 -0.24 0.02
-0.05 -0.01 0.01
0.17 0.14 -0.01
0.04 -0.09 -0.01
0.00 0.00 0.00
-0.14 0.06 -0.27
0.02 -0.09 0.25
0.14 -0.03 0.13
0.60 -0.05 -0.15
-0.37 -0.05 0.03
-0.19 0.14 0.13
0.12 0.10 -0.20
-0.03 -0.08 0.04
-0.11 0.02 0.03
0.00 0.03 0.14
-0.11 -0.09 -0.08
0.10 0.08 -0.15
0.09 -0.07 0.10
-0.08 -0.09 -0.18
0.03 0.09 0.05

Atomic partial charges in e from the natural (NBO) method, atoms 1 to 5: atom 1 (C): -0.36, atom 2 (C): -0.26, atom 3 (C): 0.14, atom 4 (N): -0.85, atom 5 (C): -0.28



Record 8
Computed, not measured: C12H7N2O5Y as an isolated structure in a non-equilibrium geometry, with the ωB97M-V functional and the def2-TZVPD basis.

Computed properties:
* E_tot: -984.828498 hartree
* LUMO: -9.79 eV
* total charge: +2
* ΔE to the lowest compared entry with this formula, charge and spin: 148.2 kJ/mol
* Kohn-Sham gap: 0.2223 hartree

Cartesian coordinates (Å):
O: -4.80852 0.18248 -4.28245
C: -3.73320 -0.09229 -3.98241
Y: 0.25045 0.65375 -1.68469
O: -1.04207 -1.78175 -3.54586
C: -0.46780 -0.92492 -3.01893
C: 2.38437 -0.14684 -1.82875
O: 3.37481 -0.63254 -1.55383
C: 0.94624 2.71615 -1.29775
O: 1.15935 3.75427 -0.82517
C: 0.94581 1.53223 -4.00424
O: 1.08980 1.98438 -5.04679
H: -1.25433 1.63732 -2.41863
N: 1.70133 0.53742 2.19968
C: 1.69029 0.87129 0.90050
N: 0.59178 0.28694 0.36463
C: -0.09215 -0.44292 1.32387
C: -1.25707 -1.23711 1.24842
C: -1.63639 -1.83314 2.45274
C: -0.90249 -1.65262 3.65075
C: 0.24399 -0.86570 3.68656
C: 0.61724 -0.27325 2.49643
H: 2.38971 0.82367 2.86190
H: 2.43800 1.49185 0.41451
H: -1.78277 -1.34439 0.28974
H: -2.51444 -2.45172 2.47399
H: -1.21043 -2.12213 4.56367
H: 0.87850 -0.67042 4.56212

Cartesian forces, eV/Å:
3.27 -0.83 0.90
-3.29 0.84 -0.89
-2.73 0.28 0.38
2.82 3.97 2.37
-4.59 -7.31 -5.43
5.42 -2.31 0.35
-2.44 1.20 -0.82
1.84 8.70 2.71
-0.93 -4.66 -2.31
0.46 1.70 -3.82
-0.45 -1.49 3.43
0.03 0.31 -0.28
0.24 0.28 -0.63
-1.50 -1.40 1.87
0.95 0.52 0.30
0.02 0.01 0.16
0.60 0.30 0.44
0.32 0.38 -0.57
0.76 0.63 -0.37
0.05 -0.10 0.58
0.07 -0.08 0.24
0.49 0.22 0.43
-0.19 -0.17 0.23
-0.04 -0.17 0.65
-0.21 -0.15 0.02
-0.28 -0.24 0.17
-0.66 -0.42 -0.13

Atomic partial charges in e from the natural (NBO) method, atoms 1 to 5: atom 1 (O): -0.44, atom 2 (C): 0.45, atom 3 (Y): 1.35, atom 4 (O): -0.24, atom 5 (C): 0.47



- What is the formula in the second record?
  H3N6